Entry from OMol25: a cluster of 10 separate species, C18H54N2O10 in total (ωB97M-V/def2-TZVPD).

For the LUMO energy, the calculation gives 0.30 eV. The highest occupied orbital energy is -8.44 eV. As for the structure (SMILES): CC1(C)CCCC(C)(C)N1O.CC1(C)CCCC(C)(C)N1O.O.O.O.O.O.O.O.O. The relative energy (zero: lowest compared OMol25 entry of this formula, charge and spin) comes out at 2.846 eV. As for the charge: 0. The value obtained for the HOMO-LUMO gap is 8.739 eV. For the maximum force, the calculation gives 4.38 eV/A. Its total energy is -42992.8081 eV.

Last column: Löwdin charge in e.
Element x y z (Å)
H -12.20 -15.73 12.86  0.082
H -6.79 -20.03 21.96  0.081
H -9.64 -15.95 14.71  -0.007
C -9.55 -12.65 9.55  0.012
H -8.72 -12.09 12.35  0.073
H -9.60 -22.51 20.12  0.098
C -7.64 -21.71 19.46  -0.081
H -6.84 -20.91 14.83  0.038
C -7.62 -19.84 21.28  -0.037
H -7.17 -22.45 20.12  0.105
H -9.91 -21.26 17.44  0.110
H -9.53 -14.40 17.05  0.029
C -5.79 -19.89 19.37  -0.008
C -12.19 -15.98 11.80  -0.045
H -10.89 -14.85 8.88  0.066
H -7.14 -16.29 16.70  0.049
H -10.64 -14.08 13.98  0.001
H -5.89 -17.62 15.20  -0.047
C -11.22 -15.59 9.61  -0.017
O -8.65 -14.77 17.01  -0.058
C -10.17 -18.77 17.58  -0.038
H -5.41 -18.91 19.65  0.064
H -13.67 -13.99 11.50  0.135
O -5.40 -18.18 14.59  -0.071
O -9.72 -16.84 15.08  -0.053
H -8.82 -17.08 15.31  -0.005
C -9.65 -19.51 18.80  -0.449
H -11.56 -16.87 11.72  0.082
C -9.93 -21.03 18.51  -0.155
H -11.29 -14.58 15.25  0.058
H -7.19 -13.83 14.01  0.064
H -9.74 -19.13 16.65  0.076
C -11.72 -14.90 10.89  -0.492
H -7.33 -19.59 15.40  -0.009
H -10.35 -16.23 9.75  0.083
H -10.31 -11.90 12.92  0.078
O -9.66 -14.57 12.05  0.003
O -8.10 -17.94 12.64  -0.046
H -8.57 -20.24 21.64  0.066
N -8.17 -19.28 18.89  -0.161
H -11.26 -18.87 17.52  0.093
C -9.72 -11.83 12.00  -0.043
O -7.75 -13.59 14.75  -0.025
N -10.78 -14.01 11.56  -0.142
C -13.01 -14.09 10.64  -0.157
H -8.55 -18.53 13.24  0.022
H -10.49 -19.97 20.86  0.075
H -9.29 -14.84 11.21  0.098
H -8.54 -13.22 14.35  0.014
H -12.47 -12.98 8.87  0.115
H -11.70 -11.13 9.97  0.122
H -11.00 -21.11 18.70  0.115
H -11.46 -18.82 20.04  0.081
H -9.08 -13.59 9.28  0.055
H -9.96 -17.70 17.63  0.074
C -11.76 -11.98 10.65  -0.150
H -8.28 -14.42 16.20  -0.032
C -12.75 -12.86 9.92  -0.238
O -7.90 -17.95 18.93  -0.008
H -8.22 -17.81 19.83  0.077
H -7.41 -17.77 16.90  0.035
H -5.13 -20.54 19.93  0.071
H -13.19 -16.43 11.74  0.095
C -7.39 -20.11 19.76  -0.414
C -9.16 -22.11 19.21  -0.175
O -10.60 -13.99 14.93  -0.039
H -9.15 -22.93 18.48  0.101
H -7.15 -22.02 18.53  0.094
H -12.28 -11.61 11.54  0.126
O -7.63 -20.45 15.12  -0.051
O -6.99 -17.15 16.30  -0.029
H -8.70 -17.20 12.53  0.003
C -10.43 -19.17 20.13  -0.016
H -5.82 -19.97 18.28  0.072
H -8.73 -11.93 9.50  0.075
H -13.62 -14.48 9.82  0.128
C -10.43 -12.71 10.96  -0.420
H -13.72 -12.37 9.85  0.123
H -7.64 -18.77 21.45  0.068
H -11.91 -16.28 9.11  0.098
H -5.71 -17.91 13.72  0.013
H -10.31 -12.46 8.79  0.059
H -9.84 -10.77 11.77  0.093
H -9.90 -18.26 20.42  0.068